This record from the OMol25 dataset describes C16H30BrNO4 as an isolated structure at a distorted geometry. The level of theory is ωB97M-V/def2-TZVPD.

**E**: -96794.1150 eV

```
52
Properties=species:S:1:pos:R:3:forces:R:3
C -2.025489 1.600857 3.315763 -0.1402 -0.0764 -0.0473
C -2.158916 1.216609 2.034665 0.3267 0.2914 0.5343
C -3.392603 1.084000 1.249595 -1.4548 0.2134 -0.0451
O -4.332057 0.351766 1.540872 1.5608 1.2032 -0.5727
O -3.300391 1.791281 0.100208 -0.1700 -0.2571 0.4503
C -4.047547 1.382356 -1.035383 -0.2856 0.3952 -0.7834
C -3.096927 1.487604 -2.235383 0.2165 -0.1997 -0.0452
C -1.635052 1.225819 -1.813277 0.4100 -0.2845 -0.7099
C -0.761802 2.483167 -1.859055 -0.0185 -0.1681 -0.2363
C 0.714348 2.295100 -1.443269 -0.0022 -0.1716 0.3423
C 0.947462 1.377489 -0.220359 0.4284 0.6060 0.1273
N 1.672956 0.081486 -0.491750 -0.3106 -0.3730 -0.9251
C 1.150513 -0.752787 -1.621634 0.5618 -0.2631 -0.3783
O 0.163615 -1.567774 -1.083455 -0.2050 0.1522 -0.4542
C 0.272528 -1.612665 0.351523 0.5050 1.1644 0.0317
C 1.548030 -0.843949 0.717036 2.5257 -1.9833 -4.2099
C 2.778085 -1.719473 1.041932 0.1846 0.3253 -0.8711
C 3.710208 -2.108476 -0.122946 0.1988 -0.2974 0.2876
C 3.192253 -3.327739 -0.893509 -0.1799 0.1407 0.6705
Br 3.894399 -3.381473 -2.694610 0.0058 -0.1023 -0.1510
H -1.390947 1.011526 3.976348 1.1202 1.0227 -0.4072
H -2.517433 2.491525 3.712238 -1.0437 -0.9892 0.3488
H -1.236906 0.992673 1.489099 -0.4110 -1.4056 0.6051
H -4.427872 0.360436 -0.957657 0.0652 0.1903 0.4477
H -4.880750 2.084997 -1.150824 -0.0390 -0.3518 0.0325
H -3.383810 0.741116 -2.986326 -0.0886 0.1687 0.1643
H -3.189791 2.461480 -2.730400 0.0921 -0.0639 0.1884
H -1.596211 0.747922 -0.830520 -0.0243 0.0146 -0.3044
H -1.197828 0.514432 -2.528602 -0.1288 0.0160 0.2095
H -1.218586 3.279391 -1.257812 0.0801 -0.1611 -0.0567
H -0.771818 2.805148 -2.910301 -0.0033 0.2683 0.2880
H 1.339558 1.954793 -2.281326 -0.2227 0.0273 0.0688
H 1.112980 3.278096 -1.164427 -0.0471 -0.1630 -0.1709
H 1.625953 1.893513 0.468036 -0.2795 -0.1997 0.0798
H 0.039858 1.158052 0.341812 0.3283 -0.1020 -0.2835
H 2.632827 0.339848 -0.720155 0.0327 -0.2534 0.2263
H 0.820375 -0.151562 -2.474861 -0.4388 -0.0109 0.4009
H 2.005203 -1.331077 -2.003336 -0.0943 0.0186 0.2268
H -0.561637 -1.081041 0.826039 -0.0518 -0.2325 -0.9896
H 0.264509 -2.631910 0.745314 0.0752 0.0699 -0.5052
H 1.411606 -0.220906 1.616006 -0.3661 0.1256 0.2618
H 3.375372 -1.207038 1.802412 -0.0973 -0.0542 -0.0168
H 2.410612 -2.642334 1.504156 -0.0109 0.1673 0.0857
H 3.908172 -1.272386 -0.807851 -0.0884 -0.1238 0.1106
H 4.684854 -2.364746 0.308979 -0.0447 0.0668 -0.2264
H 2.098511 -3.336515 -0.945337 0.2357 0.0371 -0.2415
H 3.509758 -4.243032 -0.386492 -0.0600 0.1252 -0.2376
C -0.015146 -1.324306 2.903364 -0.9929 -0.7450 1.0227
O 0.731114 -0.228909 2.611607 -2.5442 1.4655 5.0085
H -1.003740 -1.378387 2.362309 0.3762 0.1150 0.6392
H 0.457991 -2.316445 2.663397 0.0526 0.3754 0.1807
H -0.330393 -1.447553 3.968146 0.4619 0.2664 -0.1707
```
Forces are in eV/Å.

Mulliken atomic charges, in units of e: -0.878 0.278 0.712 -0.613 -0.251 -0.622 -0.973 0.644 -0.659 -1.055 0.242 0.008 -0.101 -0.429 -1.085 0.349 -0.862 -0.775 -0.729 -0.185 0.213 0.298 0.179 0.352 0.345 0.316 0.369 -0.408 0.338 0.364 0.316 0.389 0.321 0.615 -0.746 0.545 0.387 -0.020 0.178 0.623 0.329 0.461 0.218 0.363 0.466 0.289 0.484 -0.554 -0.794 0.287 0.164 0.300


This record from the OMol25 dataset describes C30H33Cl2INP2SZn as an isolated structure. The level of theory is ωB97M-V/def2-TZVPD.

**E**: -144107.4097 eV
**Net charge**: +1

```
71
Properties=species:S:1:pos:R:3:forces:R:3
Zn 0.001782 -1.963156 -2.303380 -0.2792 0.0080 0.3008
C 0.748611 1.931731 5.253968 -0.0299 0.0644 -0.0171
S 1.950436 2.790690 4.218250 -0.0135 -0.0278 0.0633
C 2.313237 1.458000 3.055781 -0.0100 0.0453 0.0233
C 1.266255 1.315090 1.959636 0.0019 -0.0286 -0.0154
C 1.578296 0.136208 1.049888 -0.4619 0.3549 0.1098
N 0.494832 -0.144122 0.061775 0.4102 -0.4428 -0.1881
P -0.442537 -1.620772 0.131370 -0.1105 0.4882 0.0026
C 0.050064 -2.436393 1.659408 0.0257 -0.1704 -0.0974
C -0.270989 -1.884977 2.903790 0.0120 -0.0835 0.0445
C 0.160801 -2.507548 4.062179 0.0105 -0.0110 -0.0336
C 0.891121 -3.692796 3.987486 -0.0345 0.0425 0.0002
C 1.190005 -4.254944 2.756557 0.0127 0.0104 -0.0295
C 0.774921 -3.622165 1.589562 0.0602 -0.0188 0.0153
C -2.173396 -1.160286 0.459666 -0.0070 -0.0625 0.0916
C -2.993064 -2.078661 1.118623 -0.0242 -0.0308 0.0010
C -4.339898 -1.807142 1.307053 -0.0129 -0.0139 0.0037
C -4.888013 -0.623790 0.828638 -0.0188 -0.0185 0.0157
C -4.083643 0.285862 0.156999 0.0814 -0.0090 -0.0172
C -2.733928 0.013494 -0.034575 -0.0075 0.0521 0.0462
P 0.679062 0.294765 -1.583339 0.2222 -0.0493 0.2500
C -0.115509 1.901657 -1.818988 -0.0260 -0.0294 -0.2300
C -0.108524 2.423357 -3.115906 0.0007 0.0271 0.0566
C -0.679437 3.659356 -3.369524 -0.0003 -0.0273 0.0465
C -1.268944 4.376083 -2.332114 0.0143 0.0022 -0.0114
C -1.279922 3.858564 -1.045694 -0.0040 -0.0220 0.0031
C -0.704686 2.619207 -0.786251 0.0685 0.1152 0.0300
C 2.412362 0.660442 -1.930966 0.0314 -0.0349 -0.1448
C 3.023219 1.838818 -1.491476 0.0253 0.0161 -0.0438
C 4.339643 2.102251 -1.828628 0.0081 -0.0186 0.0113
C 5.048439 1.207517 -2.627569 -0.0030 0.0295 0.0258
C 4.447410 0.042431 -3.077594 -0.0500 -0.0360 0.0349
C 3.129614 -0.231303 -2.727127 0.0905 0.0289 0.0691
H 0.431101 2.636791 6.021663 -0.0057 -0.0586 -0.0250
H 1.208387 1.067553 5.735036 -0.0295 0.0316 -0.0082
H -0.128272 1.623492 4.681609 0.0355 0.0154 0.0541
H 2.410023 0.528182 3.623993 0.0618 0.0028 -0.0419
H 3.291941 1.690016 2.630708 -0.0068 -0.0568 -0.0259
H 1.227662 2.242229 1.382948 -0.0277 -0.0013 0.0098
H 0.277401 1.173312 2.406139 -0.0008 0.0121 -0.0137
H 1.737586 -0.750160 1.655122 -0.0051 -0.1340 0.0251
H 2.507548 0.315845 0.516393 0.0745 -0.0131 -0.1000
H -0.866159 -0.980999 2.961111 0.0210 0.0011 0.0005
H -0.078168 -2.076408 5.026199 -0.0024 -0.0240 -0.0185
H 1.217449 -4.182234 4.896990 -0.0142 0.0268 -0.0342
H 1.745068 -5.183442 2.701607 -0.0319 0.0528 -0.0039
H 1.010371 -4.057270 0.624267 -0.0102 0.0118 0.0310
H -2.583227 -3.010369 1.490276 -0.0017 0.0268 0.0151
H -4.960957 -2.517494 1.839501 0.0305 0.0202 -0.0610
H -5.939981 -0.413615 0.980976 0.0576 -0.0011 -0.0010
H -4.499934 1.216244 -0.213042 0.0150 -0.0415 0.0163
H -2.123338 0.730014 -0.564283 -0.0543 -0.0493 0.0095
H 0.352982 1.865826 -3.925049 -0.0191 0.0228 0.0133
H -0.663526 4.068051 -4.371772 -0.0078 -0.0255 0.0210
H -1.714589 5.343665 -2.529324 0.0199 -0.0492 0.0083
H -1.733974 4.418582 -0.237917 0.0218 -0.0110 -0.0151
H -0.708120 2.218973 0.219411 -0.0184 0.0174 -0.0223
H 2.463746 2.554440 -0.898511 0.0081 -0.0157 -0.0175
H 4.814949 3.009146 -1.474694 -0.0289 -0.0351 -0.0481
H 6.071732 1.429037 -2.907093 -0.0549 -0.0185 0.0359
H 4.998438 -0.650594 -3.702003 -0.0477 0.0471 0.0290
H 2.657508 -1.138323 -3.089531 0.0045 -0.0078 -0.0205
I -2.098287 -4.330586 -2.874695 0.0415 -0.0537 0.0612
C -0.136053 -3.594006 -3.363080 0.0979 0.0205 -0.0851
H -0.116377 -3.462130 -4.440922 -0.0180 -0.0544 0.0198
H 0.543947 -4.391670 -3.077593 0.0164 0.0308 -0.0467
Cl -2.141254 -0.567396 -3.312274 -0.1792 0.3076 -0.2787
C -3.907029 -0.351173 -3.588961 0.0048 -0.2149 0.0360
Cl -4.582615 -1.577730 -4.635249 0.0248 -0.0299 -0.0270
H -4.018328 0.617098 -4.055396 0.0315 0.0965 -0.0083
H -4.385271 -0.400365 -2.620055 0.0149 0.0017 0.0998
```
Forces are in eV/Å.

Mulliken atomic charges, in units of e: 0.113 -0.792 -0.098 -0.955 -0.099 -0.767 0.010 1.378 -0.245 0.145 -0.873 -0.541 -0.668 -0.248 0.808 -0.850 -0.693 -0.569 -0.927 -0.484 0.405 1.038 -1.072 -0.735 -0.586 -1.181 -0.018 0.346 0.153 -0.787 -0.547 -0.673 -0.656 0.374 0.250 0.221 0.316 0.423 0.313 0.190 0.403 0.491 0.514 0.465 0.410 0.430 0.401 0.453 0.449 0.408 0.502 0.534 0.431 0.465 0.419 0.484 0.668 0.406 0.440 0.412 0.415 0.160 -0.057 -1.195 0.529 0.486 -0.020 -0.195 -0.118 0.374 0.021